Entry 1:
68
Properties=species:S:1:pos:R:3:forces:R:3 method="wB97M-V/def2-TZVPD" e_lumo_ha="-0.1097 / -0.1070" multiplicity=4 charge=+1 homo_lumo_gap_ha="0.2918 / 0.2752" homo_energy_ev="-10.924 / -10.401"
Mn -0.34922 -0.02108 -0.07781 -0.4 -0.3 0.0
C 0.34501 4.31030 0.80812 0.1 0.0 -0.1
C 0.65896 2.86014 1.01511 0.1 0.0 0.1
O -0.09269 1.97643 0.59774 0.2 0.2 0.0
N 1.75938 2.56076 1.74541 -0.3 0.0 0.0
C 1.85370 1.24379 2.37745 0.1 0.1 0.2
C 0.60463 1.01455 3.20265 0.1 0.0 -0.1
C 0.29748 1.77982 4.30633 0.0 0.1 0.0
C -0.95188 1.68546 4.90610 0.0 -0.1 -0.1
C -1.90134 0.85650 4.33372 0.1 0.0 0.0
C -1.54640 0.09078 3.24135 -0.1 0.0 0.1
N -0.29834 0.11601 2.74410 -0.1 -0.2 0.0
H -0.18390 4.43980 -0.13175 0.0 0.0 0.0
H 1.23712 4.93394 0.82964 0.0 0.0 0.0
H -0.32053 4.62480 1.61483 0.0 0.0 0.0
H 2.22948 3.33341 2.18930 0.1 0.0 0.0
H 2.75072 1.23353 2.99414 -0.1 0.0 0.1
H 1.93540 0.45413 1.63443 0.0 0.1 0.0
H 1.04770 2.46256 4.68240 0.0 0.0 0.0
H -1.18400 2.27132 5.78431 0.0 0.0 0.0
H -2.91107 0.79011 4.71020 0.0 0.0 0.0
H -2.23257 -0.54936 2.71015 0.0 0.0 0.1
C 0.14000 -3.13728 -2.12518 0.0 0.0 0.0
As 0.98705 -1.47797 -1.56636 0.1 0.1 0.0
C 2.82882 -1.99990 -1.20453 0.1 0.0 0.0
C 1.14462 -0.62852 -3.30677 0.0 0.0 -0.1
C 2.02719 -1.12069 -4.26680 0.0 0.1 0.0
C 2.06683 -0.55243 -5.52905 0.0 0.0 0.0
C 1.21951 0.50395 -5.84161 0.0 0.0 0.0
C 0.33200 0.98591 -4.89415 0.0 0.0 0.0
C 0.28784 0.42600 -3.61835 0.0 -0.1 -0.1
As -0.99065 0.99642 -2.26489 0.1 0.0 0.1
C -2.67024 0.51554 -3.10351 0.0 0.0 -0.1
C -0.96778 2.91723 -2.47801 -0.1 0.0 -0.1
H 0.85647 -3.71813 -2.70507 0.0 0.0 0.0
H -0.71107 -2.88381 -2.75529 0.0 0.0 0.0
H -0.20330 -3.71369 -1.26910 0.0 0.0 0.0
H 2.95601 -3.07000 -1.36198 0.0 0.0 0.0
H 3.08009 -1.76183 -0.17455 0.0 0.0 0.0
H 3.48857 -1.45181 -1.87433 0.0 0.0 0.0
H 2.68798 -1.94846 -4.03687 0.0 0.0 0.0
H 2.75429 -0.93407 -6.27195 0.0 0.0 0.0
H 1.25010 0.94770 -6.82790 0.0 0.0 0.0
H -0.32807 1.80455 -5.15543 0.0 0.0 0.0
H -2.55518 0.56530 -4.18506 0.0 0.0 0.0
H -3.43461 1.20982 -2.76205 0.0 0.0 0.0
H -2.95611 -0.49304 -2.80935 0.0 0.0 0.0
H -1.18753 3.18152 -3.51136 0.0 0.0 0.0
H 0.01044 3.31014 -2.20649 0.0 0.0 0.0
H -1.73739 3.32431 -1.82558 0.0 0.0 0.0
O -2.31994 -0.17841 0.45566 0.0 0.0 0.1
N -3.19364 0.78581 0.38250 0.1 -0.1 -0.2
O -4.16664 0.71405 1.09751 -0.1 0.0 0.2
O -2.98378 1.70375 -0.40761 0.0 0.2 0.0
C -1.31095 -2.88579 1.63640 0.0 0.0 0.0
C -0.05064 -2.21506 2.18926 0.1 0.1 0.0
C 1.16405 -2.95867 1.63390 0.0 0.0 0.0
C 0.01418 -2.38858 3.71453 -0.1 0.0 0.0
N 0.09380 -0.78561 1.75127 0.0 -0.1 -0.3
H -1.31012 -3.94574 1.89874 0.0 0.0 0.0
H -1.35149 -2.80232 0.54716 0.0 0.0 0.0
H -2.23480 -2.45176 2.01362 0.0 0.0 0.1
H 2.09145 -2.53021 2.01611 0.0 0.0 0.0
H 1.12101 -4.00925 1.92270 0.0 0.0 0.0
H 1.18635 -2.93521 0.54755 0.0 0.0 0.0
H 0.23071 -3.43377 3.93137 0.0 0.0 0.0
H -0.91830 -2.15692 4.22841 0.0 0.1 0.0
H 0.81528 -1.79074 4.15456 0.0 0.0 0.0

***

Entry 2:
10
Properties=species:S:1:pos:R:3:forces:R:3 method="wB97M-V/def2-TZVPD" de_lowest_ev=4.187 e_lumo_ha="-0.0343 / -0.0178" charge=0 homo_lumo_gap_ha="0.2317 / 0.2842" homo_energy_ev="-7.239 / -8.217"
C -1.97095 0.32685 0.90656 1.4 1.2 -0.3
Si 2.46517 -0.57278 0.02732 1.5 -1.4 -2.5
P -1.34518 -0.94613 -0.23840 0.9 -1.0 0.4
H -2.99826 0.38411 0.68177 -1.5 0.0 0.3
H -1.60956 1.36890 0.77669 0.1 -0.6 -0.6
H -1.72694 0.16468 1.92472 -0.3 -0.6 1.1
H 1.11133 -0.05882 0.09608 -0.1 0.3 0.7
H 2.72785 -1.40344 -1.27224 -0.6 0.8 1.0
H 3.75665 -0.79575 0.73045 -0.8 0.4 0.7
H -0.63443 -1.82877 0.73848 -0.7 0.9 -0.8

***

Entry 3:
27
Properties=species:S:1:pos:R:3:forces:R:3 method="wB97M-V/def2-TZVPD" de_lowest_ev=0.046 e_lumo_ha=-0.1176 charge=+1 homo_lumo_gap_ha=0.3598 homo_energy_ev=-12.990
C 2.46155 -1.26904 1.46252 1.7 -2.8 -1.7
P 1.52764 -1.92739 -0.07790 1.2 3.8 0.2
C -0.21069 -1.25417 0.23150 1.8 -2.0 0.0
C -1.10536 -2.03861 1.05010 -0.3 -0.2 2.1
N -0.72531 -0.25927 -0.29508 -0.3 1.2 -0.8
C -0.24234 0.78884 -1.02441 0.5 2.7 -0.5
C -1.13103 1.12640 -2.28773 -1.0 -0.5 2.0
N 1.35005 0.77122 -1.52441 -1.2 -1.7 1.5
C -0.16594 2.02661 0.09771 2.3 -1.0 -1.4
C -1.35716 2.30760 0.92225 -0.1 1.4 -1.4
O 0.93683 2.55721 0.18201 -2.0 -0.3 0.2
H 3.57720 -1.68754 1.50273 -2.7 0.6 0.2
H 1.85602 -1.37260 2.32408 -0.1 -0.2 1.1
H 2.57555 -0.27077 1.18720 0.1 1.9 -0.1
H 1.35193 -3.22314 -0.05539 -0.5 -2.6 0.6
H -1.99926 -1.48176 1.08016 -1.6 0.1 -0.3
H -1.23770 -3.05246 0.74176 -0.1 -0.7 -0.2
H -0.84860 -2.01356 2.11859 0.6 -0.4 -0.2
H -0.82051 0.62856 -3.18263 0.3 -0.2 -0.5
H -1.17722 2.18108 -2.38598 0.5 1.1 -0.6
H -2.22604 0.90362 -2.13254 1.3 -0.4 0.2
H 1.30387 0.40829 -2.47829 0.5 0.5 0.0
H 1.76366 -0.11869 -0.93119 -0.3 2.1 -1.6
H 1.78459 1.73621 -1.37997 -0.7 -1.6 -0.1
H -1.99264 1.45251 1.04867 0.2 -0.7 0.9
H -1.00855 2.93249 1.77367 -0.9 -0.5 -0.5
H -2.03665 2.82836 0.18120 0.7 0.4 0.9

***

> Which value of charge does entry 1 give?

+1

***

> Look up the charge of the third one.

+1

***

> Among the records above, which one has the lowest charge?

CH7PSi